# 1
The following is a DFT calculation (ωB97M-V/def2-TZVPD) of an isolated molecule of C23H28N2O5S.

The calculated total energy is -1777.1654 hartree. Its net charge is 0. For the energy above the lowest of the compared OMol25 structures with the same formula, charge and spin, the calculation gives 0.525 eV. The calculation puts the HOMO energy at -7.8 eV. The SMILES is CCN(C(=O)COC(=O)c1ccccc1Nc1cccc(C)c1C)[C@@H]1CCS(=O)(=O)C1. The calculation puts the LUMO energy at 0.3 eV.

Each atom is followed by the atoms it is bonded to, with distances in Å.
Element x y z (Å)
1 C -3.129 -1.584 -0.267  C2 1.529, H32 1.087, H33 1.087, H34 1.086
2 C -3.587 -1.083 1.103  C1 1.529, N3 1.450, H35 1.092, H36 1.089
3 N -3.622 0.362 1.215  C2 1.450, C4 1.358, C25 1.462
4 C -2.646 1.097 1.808  N3 1.358, O5 1.216, C6 1.532
5 O -2.702 2.310 1.875  C4 1.216
6 C -1.487 0.375 2.503  C4 1.532, O7 1.417, H37 1.096, H38 1.096
7 O -0.818 -0.608 1.732  C6 1.417, C8 1.355
8 C 0.387 -0.273 1.209  O7 1.355, O9 1.217, C10 1.460
9 O 0.861 0.838 1.363  C8 1.217
10 C 1.010 -1.370 0.475  C8 1.460, C11 1.401, C15 1.420
11 C 0.341 -2.594 0.342  C10 1.401, C12 1.373, H39 1.078
12 C 0.883 -3.634 -0.372  C11 1.373, C13 1.394, H40 1.079
13 C 2.116 -3.462 -0.999  C12 1.394, C14 1.372, H41 1.080
14 C 2.806 -2.283 -0.871  C13 1.372, C15 1.407, H42 1.079
15 C 2.295 -1.216 -0.109  C10 1.420, C14 1.407, N16 1.355
16 N 2.975 -0.051 0.016  C15 1.355, C17 1.397, H43 1.017
17 C 4.338 0.175 -0.195  N16 1.397, C18 1.392, C23 1.402
18 C 5.289 -0.784 0.140  C17 1.392, C19 1.380, H44 1.079
19 C 6.631 -0.513 -0.038  C18 1.380, C20 1.382, H45 1.080
20 C 7.027 0.718 -0.526  C19 1.382, C21 1.390, H46 1.080
21 C 6.094 1.698 -0.841  C20 1.390, C22 1.501, C23 1.395
22 C 6.569 3.031 -1.342  C21 1.501, H47 1.089, H48 1.087, H49 1.090
23 C 4.734 1.426 -0.688  C17 1.402, C21 1.395, C24 1.501
24 C 3.675 2.434 -1.025  C23 1.501, H50 1.085, H51 1.091, H52 1.089
25 C -4.724 1.137 0.647  N3 1.462, C26 1.543, C31 1.526, H53 1.098
26 C -6.125 0.570 0.955  C25 1.543, C27 1.513, H54 1.091, H55 1.091
27 C -6.586 -0.386 -0.124  C26 1.513, S28 1.826, H56 1.084, H57 1.084
28 S -5.913 0.368 -1.644  C27 1.826, O29 1.439, O30 1.435, C31 1.827
29 O -5.352 -0.648 -2.496  S28 1.439
30 O -6.891 1.243 -2.223  S28 1.435
31 C -4.598 1.363 -0.856  C25 1.526, S28 1.827, H58 1.085, H59 1.084
32 H -2.163 -1.155 -0.518  C1 1.087
33 H -3.019 -2.665 -0.231  C1 1.087
34 H -3.838 -1.345 -1.055  C1 1.086
35 H -4.579 -1.475 1.334  C2 1.092
36 H -2.904 -1.465 1.861  C2 1.089
37 H -0.775 1.156 2.791  C6 1.096
38 H -1.866 -0.122 3.404  C6 1.096
39 H -0.620 -2.708 0.818  C11 1.078
40 H 0.354 -4.570 -0.462  C12 1.079
41 H 2.532 -4.261 -1.595  C13 1.080
42 H 3.748 -2.149 -1.379  C14 1.079
43 H 2.450 0.708 0.443  N16 1.017
44 H 4.973 -1.725 0.564  C18 1.079
45 H 7.369 -1.257 0.220  C19 1.080
46 H 8.079 0.928 -0.654  C20 1.080
47 H 6.182 3.837 -0.721  C22 1.089
48 H 7.655 3.075 -1.324  C22 1.087
49 H 6.239 3.201 -2.366  C22 1.090
50 H 4.060 3.218 -1.669  C24 1.085
51 H 3.289 2.899 -0.116  C24 1.091
52 H 2.841 1.951 -1.532  C24 1.089
53 H -4.634 2.107 1.154  C25 1.098
54 H -6.132 0.114 1.945  C26 1.091
55 H -6.813 1.417 0.974  C26 1.091
56 H -6.176 -1.387 -0.052  C27 1.084
57 H -7.666 -0.427 -0.219  C27 1.084
58 H -4.796 2.394 -1.132  C31 1.085
59 H -3.639 1.050 -1.254  C31 1.084

# 2
The following is a DFT calculation (ωB97M-V/def2-TZVPD) of an isolated molecule of C23H28N2O7S.

The calculated total energy is -1927.5719 hartree. Its net charge is 0. The calculation puts the HOMO energy at -7.8 eV. The SMILES is COc1cc2c(cc1OC)CN(C(=O)c1ccc(OC)c(S(=O)(=O)N3CCOCC3)c1)CC2. The calculation puts the LUMO energy at 0.5 eV.

Each atom is followed by the atoms it is bonded to, with distances in Å.
Element x y z (Å)
1 C 0.251 -5.040 -0.379  O2 1.406, H34 1.096, H35 1.089, H36 1.094
2 O -0.864 -4.251 -0.713  C1 1.406, C3 1.366
3 C -1.240 -3.257 0.144  O2 1.366, C4 1.387, C8 1.410
4 C -0.784 -3.168 1.451  C3 1.387, C5 1.390, H37 1.079
5 C -1.205 -2.168 2.320  C4 1.390, C6 1.388, C33 1.511
6 C -2.112 -1.225 1.855  C5 1.388, C7 1.385, C11 1.506
7 C -2.575 -1.302 0.553  C6 1.385, C8 1.386, H38 1.079
8 C -2.156 -2.292 -0.323  C3 1.410, C7 1.386, O9 1.359
9 O -2.705 -2.249 -1.565  C8 1.359, C10 1.416
10 C -1.930 -2.665 -2.675  O9 1.416, H39 1.092, H40 1.091, H41 1.090
11 C -2.496 -0.073 2.745  C6 1.506, N12 1.446, H42 1.091, H43 1.098
12 N -1.425 0.192 3.680  C11 1.446, C13 1.355, C32 1.448
13 C -0.401 1.037 3.406  N12 1.355, O14 1.216, C15 1.504
14 O 0.531 1.224 4.164  C13 1.216
15 C -0.474 1.700 2.058  C13 1.504, C16 1.386, C31 1.392
16 C -0.861 3.014 1.848  C15 1.386, C17 1.386, H44 1.080
17 C -0.873 3.554 0.572  C16 1.386, C18 1.395, H45 1.078
18 C -0.483 2.788 -0.527  C17 1.395, O19 1.350, C21 1.396
19 O -0.441 3.228 -1.803  C18 1.350, C20 1.411
20 C -0.944 4.513 -2.101  O19 1.411, H46 1.093, H47 1.088, H48 1.095
21 C -0.082 1.470 -0.302  C18 1.396, S22 1.798, C31 1.375
22 S 0.441 0.394 -1.644  C21 1.798, O23 1.436, O24 1.429, N25 1.663
23 O 0.564 -0.929 -1.099  S22 1.436
24 O -0.378 0.571 -2.802  S22 1.429
25 N 1.985 0.862 -2.049  S22 1.663, C26 1.443, C30 1.444
26 C 2.163 2.066 -2.825  N25 1.443, C27 1.530, H49 1.100, H50 1.089
27 C 3.557 2.011 -3.454  C26 1.530, O28 1.410, H51 1.099, H52 1.091
28 O 4.548 1.888 -2.458  C27 1.410, C29 1.409
29 C 4.361 0.721 -1.691  O28 1.409, C30 1.532, H53 1.100, H54 1.091
30 C 2.985 0.714 -1.018  N25 1.444, C29 1.532, H55 1.102, H56 1.089
31 C -0.069 0.938 0.966  C15 1.392, C21 1.375, H57 1.078
32 C -1.182 -0.942 4.546  N12 1.448, C33 1.536, H58 1.091, H59 1.093
33 C -0.613 -2.097 3.709  C5 1.511, C32 1.536, H60 1.092, H61 1.094
34 H 0.041 -5.701 0.469  C1 1.096
35 H 0.455 -5.647 -1.260  C1 1.089
36 H 1.123 -4.419 -0.155  C1 1.094
37 H -0.076 -3.894 1.822  C4 1.079
38 H -3.264 -0.562 0.176  C7 1.079
39 H -1.905 -3.754 -2.759  C10 1.092
40 H -0.915 -2.271 -2.605  C10 1.091
41 H -2.425 -2.237 -3.546  C10 1.090
42 H -2.710 0.817 2.152  C11 1.091
43 H -3.393 -0.315 3.330  C11 1.098
44 H -1.164 3.623 2.687  C16 1.080
45 H -1.185 4.578 0.442  C17 1.078
46 H -1.989 4.615 -1.796  C20 1.093
47 H -0.874 4.606 -3.183  C20 1.088
48 H -0.344 5.298 -1.629  C20 1.095
49 H 2.093 2.960 -2.189  C26 1.100
50 H 1.377 2.089 -3.578  C26 1.089
51 H 3.610 1.158 -4.144  C27 1.099
52 H 3.780 2.935 -3.991  C27 1.091
53 H 4.448 -0.167 -2.335  C29 1.100
54 H 5.158 0.715 -0.946  C29 1.091
55 H 2.927 1.536 -0.287  C30 1.102
56 H 2.800 -0.235 -0.516  C30 1.089
57 H 0.247 -0.086 1.077  C31 1.078
58 H -0.473 -0.642 5.319  C32 1.091
59 H -2.127 -1.227 5.015  C32 1.093
60 H -0.773 -3.043 4.231  C33 1.092
61 H 0.468 -1.958 3.609  C33 1.094

# 3
The following is a DFT calculation (ωB97M-V/def2-TZVPD) of an isolated molecule of C23H28N4O2.

The calculated total energy is -1262.7791 hartree. Its net charge is 0. For the energy above the lowest of the compared OMol25 structures with the same formula, charge and spin, the calculation gives 1.297 eV. The calculation puts the HOMO energy at -7.9 eV. The SMILES is Cn1c(CCN2CCCCC2)nc2cc(NC(=O)COc3ccccc3)ccc21. The calculation puts the LUMO energy at 0.8 eV.

Each atom is followed by the atoms it is bonded to, with distances in Å.
Element x y z (Å)
1 C -2.627 -2.516 0.485  N2 1.435, H30 1.093, H31 1.087, H32 1.093
2 N -1.650 -1.466 0.529  C1 1.435, C3 1.371, C29 1.374
3 C -1.837 -0.123 0.732  N2 1.371, C4 1.485, N12 1.303
4 C -3.177 0.487 0.928  C3 1.485, C5 1.540, H33 1.089, H34 1.092
5 C -3.951 0.574 -0.400  C4 1.540, N6 1.451, H35 1.094, H36 1.103
6 N -5.384 0.531 -0.177  C5 1.451, C7 1.453, C11 1.454
7 C -6.116 0.249 -1.400  N6 1.453, C8 1.525, H37 1.094, H38 1.106
8 C -7.592 0.022 -1.089  C7 1.525, C9 1.524, H39 1.091, H40 1.091
9 C -8.181 1.258 -0.419  C8 1.524, C10 1.524, H41 1.091, H42 1.093
10 C -7.352 1.586 0.817  C9 1.524, C11 1.525, H43 1.091, H44 1.091
11 C -5.884 1.750 0.436  N6 1.454, C10 1.525, H45 1.091, H46 1.106
12 N -0.726 0.557 0.716  C3 1.303, C13 1.370
13 C 0.272 -0.356 0.495  N12 1.370, C14 1.387, C29 1.414
14 C 1.644 -0.183 0.388  C13 1.387, C15 1.388, H47 1.079
15 C 2.424 -1.308 0.162  C14 1.388, N16 1.403, C27 1.402
16 N 3.809 -1.113 0.056  C15 1.403, C17 1.347, H48 1.013
17 C 4.794 -2.009 -0.150  N16 1.347, O18 1.213, C19 1.536
18 O 4.672 -3.207 -0.289  C17 1.213
19 C 6.190 -1.371 -0.198  C17 1.536, O20 1.408, H49 1.098, H50 1.099
20 O 6.116 0.027 -0.050  C19 1.408, C21 1.369
21 C 7.274 0.756 -0.069  O20 1.369, C22 1.389, C26 1.395
22 C 8.547 0.222 -0.220  C21 1.389, C23 1.386, H51 1.079
23 C 9.647 1.065 -0.222  C22 1.386, C24 1.382, H52 1.080
24 C 9.494 2.431 -0.076  C23 1.382, C25 1.386, H53 1.079
25 C 8.223 2.962 0.074  C24 1.386, C26 1.379, H54 1.080
26 C 7.119 2.135 0.078  C21 1.395, C25 1.379, H55 1.079
27 C 1.850 -2.582 0.044  C15 1.402, C28 1.379, H56 1.077
28 C 0.487 -2.764 0.148  C27 1.379, C29 1.385, H57 1.079
29 C -0.296 -1.645 0.374  N2 1.374, C13 1.414, C28 1.385
30 H -2.647 -2.974 -0.508  C1 1.093
31 H -3.614 -2.119 0.710  C1 1.087
32 H -2.376 -3.288 1.217  C1 1.093
33 H -3.024 1.479 1.350  C4 1.089
34 H -3.764 -0.108 1.631  C4 1.092
35 H -3.692 -0.287 -1.022  C5 1.094
36 H -3.638 1.480 -0.947  C5 1.103
37 H -5.695 -0.653 -1.853  C7 1.094
38 H -6.017 1.075 -2.129  C7 1.106
39 H -8.127 -0.207 -2.013  C8 1.091
40 H -7.683 -0.832 -0.417  C8 1.091
41 H -9.223 1.083 -0.145  C9 1.091
42 H -8.151 2.100 -1.114  C9 1.093
43 H -7.710 2.503 1.289  C10 1.091
44 H -7.439 0.771 1.538  C10 1.091
45 H -5.296 1.955 1.332  C11 1.091
46 H -5.775 2.612 -0.249  C11 1.106
47 H 2.082 0.799 0.479  C14 1.079
48 H 4.114 -0.151 0.149  N16 1.013
49 H 6.645 -1.648 -1.159  C19 1.098
50 H 6.785 -1.826 0.606  C19 1.099
51 H 8.696 -0.839 -0.336  C22 1.079
52 H 10.633 0.641 -0.340  C23 1.080
53 H 10.357 3.078 -0.079  C24 1.079
54 H 8.090 4.028 0.188  C25 1.080
55 H 6.123 2.533 0.193  C26 1.079
56 H 2.496 -3.425 -0.131  C27 1.077
57 H 0.056 -3.749 0.055  C28 1.079

# 4
The following is a DFT calculation (ωB97M-V/def2-TZVPD) of an isolated molecule of C23H28N4O4 in a non-equilibrium geometry.

The calculated total energy is -1413.0985 hartree. Its net charge is 0. For the energy above the lowest of the compared OMol25 structures with the same formula, charge and spin, the calculation gives 5.572 eV. The calculation puts the HOMO energy at -8.2 eV. The SMILES is CCc1ccc(OCC(=O)N/N=C/c2cc([N+](=O)[O-])ccc2N2CCCCCC2)cc1. The calculation puts the LUMO energy at -0.4 eV.

Each atom is followed by the atoms it is bonded to, with distances in Å.
Element x y z (Å)
1 C 3.675 -2.707 -5.133  C2 1.530, H32 1.087, H33 1.088, H34 1.088
2 C 3.980 -2.141 -3.745  C1 1.530, C3 1.502, H35 1.092, H36 1.092
3 C 2.890 -2.506 -2.778  C2 1.502, C4 1.386, C31 1.391
4 C 1.794 -1.679 -2.591  C3 1.386, C5 1.385, H37 1.081
5 C 0.764 -2.028 -1.734  C4 1.385, C6 1.388, H38 1.079
6 C 0.816 -3.227 -1.037  C5 1.388, O7 1.367, C30 1.395
7 O -0.121 -3.658 -0.141  C6 1.367, C8 1.402
8 C -1.164 -2.787 0.204  O7 1.402, C9 1.526, H39 1.095, H40 1.097
9 C -2.156 -2.531 -0.927  C8 1.526, O10 1.206, N11 1.371
10 O -2.393 -3.297 -1.828  C9 1.206
11 N -2.816 -1.334 -0.830  C9 1.371, N12 1.342, H41 1.024
12 N -2.531 -0.411 0.102  N11 1.342, C13 1.275
13 C -3.231 0.653 0.174  N12 1.275, C14 1.449, H42 1.096
14 C -3.034 1.635 1.221  C13 1.449, C15 1.388, C22 1.427
15 C -4.158 2.352 1.607  C14 1.388, C16 1.387, H43 1.080
16 C -4.158 3.110 2.769  C15 1.387, N17 1.424, C20 1.397
17 N -5.322 3.840 3.141  C16 1.424, O18 1.217, O19 1.218
18 O -5.309 4.427 4.208  N17 1.217
19 O -6.265 3.840 2.371  N17 1.218
20 C -3.030 3.118 3.593  C16 1.397, C21 1.370, H44 1.079
21 C -1.895 2.460 3.199  C20 1.370, C22 1.411, H45 1.078
22 C -1.825 1.772 1.968  C14 1.427, C21 1.411, N23 1.357
23 N -0.643 1.283 1.515  C22 1.357, C24 1.442, C29 1.446
24 C -0.300 1.299 0.115  N23 1.442, C25 1.536, H46 1.096, H47 1.090
25 C 0.955 2.125 -0.207  C24 1.536, C26 1.529, H48 1.092, H49 1.090
26 C 2.261 1.478 0.254  C25 1.529, C27 1.533, H50 1.092, H51 1.091
27 C 2.657 1.822 1.694  C26 1.533, C28 1.531, H52 1.092, H53 1.092
28 C 1.478 1.933 2.663  C27 1.531, C29 1.535, H54 1.091, H55 1.091
29 C 0.397 0.868 2.430  N23 1.446, C28 1.535, H56 1.091, H57 1.094
30 C 1.910 -4.071 -1.227  C6 1.395, C31 1.378, H58 1.078
31 C 2.925 -3.714 -2.088  C3 1.391, C30 1.378, H59 1.080
32 H 3.595 -3.791 -5.089  C1 1.087
33 H 4.464 -2.445 -5.834  C1 1.088
34 H 2.733 -2.311 -5.504  C1 1.088
35 H 4.934 -2.540 -3.395  C2 1.092
36 H 4.068 -1.054 -3.811  C2 1.092
37 H 1.737 -0.740 -3.125  C4 1.081
38 H -0.085 -1.367 -1.643  C5 1.079
39 H -1.710 -3.296 1.005  C8 1.095
40 H -0.789 -1.832 0.592  C8 1.097
41 H -3.563 -1.164 -1.510  N11 1.024
42 H -4.094 0.811 -0.483  C13 1.096
43 H -5.071 2.289 1.033  C15 1.080
44 H -3.061 3.676 4.516  C20 1.079
45 H -1.020 2.517 3.824  C21 1.078
46 H -0.144 0.276 -0.244  C24 1.096
47 H -1.134 1.732 -0.436  C24 1.090
48 H 0.981 2.225 -1.294  C25 1.092
49 H 0.858 3.127 0.211  C25 1.090
50 H 2.176 0.395 0.133  C26 1.092
51 H 3.070 1.801 -0.404  C26 1.091
52 H 3.195 2.773 1.703  C27 1.092
53 H 3.349 1.057 2.051  C27 1.092
54 H 1.018 2.919 2.574  C28 1.091
55 H 1.859 1.845 3.682  C28 1.091
56 H -0.076 0.594 3.375  C29 1.091
57 H 0.858 -0.036 2.022  C29 1.094
58 H 1.936 -5.005 -0.688  C30 1.078
59 H 3.764 -4.380 -2.225  C31 1.080